The following is a quantum chemistry calculation of a cluster of 2 separate species, C5H7BrS in total in a non-equilibrium geometry, from OMol25.

The energy above the lowest of the compared OMol25 structures with the same formula, charge and spin comes out at 2.115 eV. Its molar mass is 179.1 u. As for the spin multiplicity: 1. The calculation puts the LUMO energy at -1.8 eV.

Each line ends with the Löwdin charge.
Element x y z (Å)
C: 0.74475 -0.22829 1.40504  -0.23
C: 0.30249 0.05174 0.17797  -0.07
C: 1.47054 0.52654 2.22463  -0.70
C: -1.35430 -0.11072 -1.60543  -0.12
C: -0.33689 -0.91618 -0.80622  -0.22
S: 2.36516 0.78840 3.46095  0.88
Br: 0.96933 3.03739 0.90363  -0.10
H: 0.48727 -1.19342 1.71852  0.12
H: 0.62721 1.03717 -0.06713  -0.06
H: -0.83426 0.47738 -2.40638  0.09
H: -2.15356 0.50961 -0.98645  0.12
H: -1.91882 -0.99080 -2.16219  0.10
H: 0.34042 -1.21867 -1.52758  0.10
H: -0.70934 -1.77012 -0.32934  0.09

***

The following is a quantum chemistry calculation of an isolated molecule of C3H6O2 in a non-equilibrium geometry, from OMol25.

As for the structure (SMILES): CC(=O)CO. The energy above the lowest of the compared OMol25 structures with the same formula, charge and spin comes out at 2.943 eV. Its molar mass is 74.1 u. As for the spin multiplicity: 1. The calculation puts the LUMO energy at 0.9 eV.

Each line ends with the Löwdin charge.
Element x y z (Å)
C: 0.30609 1.39695 -1.22806  -0.01
C: 0.10797 0.11950 -0.26899  -0.24
O: 1.18307 -0.24034 0.15925  -0.02
C: -0.75965 -0.96955 0.71625  -0.18
O: -0.22181 -1.28051 1.98292  -0.06
H: -0.28625 2.27120 -0.94300  0.06
H: 0.16976 1.25701 -2.31178  0.07
H: 1.37284 1.64865 -1.07251  0.08
H: -0.76194 -1.86515 0.08943  0.11
H: -1.72151 -0.56333 0.95441  0.09
H: 0.61144 -1.77444 1.92207  0.10

***

The following is a quantum chemistry calculation of a cluster of 6 separate species, C16H44O6 in total in a non-equilibrium geometry, from OMol25.

As for the structure (SMILES): CC(C)O.CC(C)O.CC(C)O.CC(C)O.CC(C)O.CO. The energy above the lowest of the compared OMol25 structures with the same formula, charge and spin comes out at 6.242 eV. Its molar mass is 332.5 u. As for the spin multiplicity: 1. The calculation puts the LUMO energy at 0.4 eV.

Each line ends with the Löwdin charge.
Element x y z (Å)
C: -30.62097 0.80535 19.35393  -0.03
C: -31.11546 -0.10489 18.25858  -0.67
C: -31.32389 -1.48977 18.89215  -0.05
O: -32.21173 0.17729 17.73929  -0.01
H: -29.89472 1.48082 18.92058  0.07
H: -30.11947 0.18082 20.18065  0.11
H: -31.43629 1.38847 19.76227  0.08
H: -30.38294 -0.24667 17.44532  0.14
H: -30.43839 -1.83520 19.48634  0.08
H: -31.39941 -2.24513 18.07464  0.07
H: -32.26381 -1.56177 19.53882  0.11
H: -32.32325 1.15235 17.90278  0.14
C: -33.32605 1.37194 14.82459  -0.02
C: -31.79323 1.38921 14.62798  -0.61
C: -31.21558 0.73986 13.32640  0.00
O: -31.29135 2.51718 14.61478  0.05
H: -33.82407 0.48914 14.41510  0.07
H: -33.82137 2.11692 14.25524  0.07
H: -33.63154 1.62015 15.85933  0.08
H: -31.39951 0.86472 15.46774  0.10
H: -30.11590 0.79689 13.28174  0.10
H: -31.49093 1.30000 12.46617  0.07
H: -31.56468 -0.28496 13.16548  0.05
H: -31.57185 2.93413 15.38482  0.09
C: -30.09450 -4.33674 13.98565  -0.04
C: -29.93878 -3.27454 15.02223  -0.64
C: -28.51497 -3.18372 15.52542  -0.03
O: -30.15276 -2.06248 14.69897  -0.04
H: -29.68152 -4.18542 13.03853  0.06
H: -31.20610 -4.47637 13.85913  0.07
H: -29.60433 -5.24913 14.39103  0.09
H: -30.63201 -3.46098 15.84630  0.12
H: -28.43922 -2.31166 16.18597  0.09
H: -27.83705 -2.99696 14.71898  0.08
H: -28.29958 -4.03376 16.09204  0.06
H: -31.13628 -1.86111 14.74224  0.06
C: -31.89775 -3.12753 11.56027  -0.04
C: -33.39332 -2.91397 11.37594  -0.68
C: -33.87323 -1.55440 11.77506  -0.03
O: -33.76368 -3.17430 10.23203  0.06
H: -31.49735 -4.11264 11.36645  0.08
H: -31.58290 -2.75628 12.50248  0.03
H: -31.25266 -2.48447 10.89865  0.11
H: -33.90066 -3.58263 12.07745  0.13
H: -33.32646 -0.80539 11.27503  0.07
H: -33.65330 -1.33872 12.81580  0.05
H: -34.94969 -1.41451 11.63926  0.10
H: -33.43118 -4.04324 10.04712  0.12
C: -32.09248 -8.64443 14.79980  -0.04
C: -31.22810 -7.70498 15.65222  -0.64
C: -32.02809 -6.48841 16.19118  -0.03
O: -30.70071 -8.25780 16.65048  0.01
H: -31.37743 -9.28134 14.19056  0.09
H: -32.83818 -8.09833 14.16817  0.08
H: -32.63635 -9.41531 15.41056  0.09
H: -30.39668 -7.38705 15.09597  0.11
H: -32.63043 -6.20918 15.33398  0.05
H: -31.40458 -5.59481 16.41673  0.08
H: -32.74594 -6.76988 16.96598  0.09
H: -30.13750 -8.98882 16.35713  0.13
C: -33.45648 -2.91135 15.26778  -0.11
O: -32.66012 -1.76728 15.29490  -0.13
H: -34.40613 -2.59739 14.89258  0.08
H: -33.56520 -3.41560 16.19778  0.08
H: -33.07565 -3.55282 14.46677  0.07
H: -33.11048 -1.03588 15.69454  0.06

***

The following is a quantum chemistry calculation of a structure of composition C18H17ClN2O8P2Pd, from OMol25.

Its molar mass is 593.2 u. As for the spin multiplicity: 1. As for the total charge: -2. The calculation puts the LUMO energy at 4.7 eV.

Each line ends with the Löwdin charge.
Element x y z (Å)
Pd: 0.31022 0.66514 0.10278  0.43
Cl: -1.07110 3.14899 6.69422  0.53
C: -1.40108 2.00413 5.39558  -0.70
C: -2.72744 1.60121 5.15537  -0.16
C: -2.99463 0.70816 4.16113  -0.04
C: -1.96738 0.11064 3.31409  -0.43
O: -2.26184 -0.72101 2.43847  -0.05
C: -0.61729 0.58577 3.58835  -0.15
C: 0.54949 0.13892 2.89090  -0.12
N: 0.64298 -0.68996 1.88701  0.02
C: 1.86305 -1.30888 1.68916  -0.23
C: 2.67126 -1.75456 2.72247  -0.04
C: 3.92215 -2.34919 2.47275  -0.11
C: 4.39127 -2.51123 1.19850  -0.08
C: 3.58593 -2.10109 0.10721  -0.17
C: 4.01666 -2.18277 -1.23696  -0.04
C: 3.19720 -1.74514 -2.23619  -0.07
C: 1.91593 -1.26409 -1.90254  -0.15
N: 1.48103 -1.18011 -0.66883  0.06
C: 2.30921 -1.54618 0.34347  -0.17
C: -0.38642 1.51510 4.62116  -0.10
H: -3.52666 2.01132 5.76345  0.08
H: -4.01357 0.39733 3.95768  0.09
H: 1.48970 0.53351 3.30481  0.12
H: 2.32845 -1.64140 3.74294  0.10
H: 4.52711 -2.66455 3.31604  0.09
H: 5.37211 -2.93144 1.00482  0.09
H: 5.00757 -2.57090 -1.44924  0.10
H: 3.50792 -1.75768 -3.27287  0.09
H: 1.23349 -0.93726 -2.67748  0.11
H: 0.62936 1.85383 4.79422  0.10
C: 1.92355 4.72962 -2.30032  -0.09
C: 1.95906 3.94873 -0.99357  -0.59
O: 2.60540 4.75254 0.00636  -0.09
P: 2.99471 2.45585 -1.24120  0.43
O: 4.48509 3.09602 -1.26868  -0.14
O: 3.00446 1.67187 0.11851  -0.19
O: 2.75389 1.67834 -2.47324  -0.30
P: 0.26474 3.59400 -0.29192  0.28
O: -0.43268 5.07179 -0.48241  -0.18
O: 0.50689 3.45095 1.18018  -0.35
O: -0.48195 2.58735 -1.10412  -0.37
H: 2.94072 4.97463 -2.61538  0.07
H: 1.36189 5.65055 -2.14865  0.07
H: 1.44524 4.13303 -3.07704  0.08
H: 2.23436 4.41952 0.84498  0.06
H: 5.01231 2.52336 -1.83797  0.06
H: 2.03584 1.34317 0.34410  0.01
H: -0.63292 5.35893 0.41579  0.05